1.
H3NO3P2 | ωB97M-V/def2-TZVPD

Properties
frontier orbital gap: 0.2651 Eh
SMILES: O=P([O-])([O-])NP

Structure (ORCA input):
```
! wB97M-V def2-TZVPD RIJCOSX def2/J DEFGRID3
* xyz -2 1
O 1.62 -0.15 0.43
P 1.01 -0.34 -0.91
O 1.09 -1.72 -1.51
O 1.10 0.75 -1.83
N -0.87 0.05 -0.26
P -1.06 0.15 1.37
H -1.43 -0.86 -0.51
H 0.16 0.63 1.65
H -1.61 1.48 1.56
*
```

***

2.
C38H78AsF6N8O6V | ωB97M-V/def2-TZVPD

Properties
frontier orbital gap (alpha / beta): 0.1173 / 0.1574 Eh

Structure (ORCA input):
```
! wB97M-V def2-TZVPD RIJCOSX def2/J DEFGRID3
* xyz 2 3
V -5.49 -5.21 -22.45
As -9.32 -5.03 -22.95
F -7.52 -5.12 -22.69
F -8.91 -4.02 -24.37
F -11.08 -4.90 -23.31
F -9.64 -5.98 -21.45
F -9.37 -3.51 -22.01
F -9.20 -6.48 -24.04
C -11.27 -11.64 -21.75
C -10.35 -10.46 -22.15
C -11.18 -9.14 -22.46
C -11.81 -8.54 -21.28
N -12.31 -8.07 -20.36
H -11.64 -11.48 -20.74
H -10.69 -12.57 -21.73
H -12.15 -11.79 -22.37
H -9.80 -10.71 -23.06
H -9.63 -10.30 -21.35
H -11.93 -9.34 -23.23
H -10.44 -8.40 -22.76
C -12.88 -1.04 -18.19
C -12.66 -0.83 -19.70
C -11.42 -1.44 -20.31
C -10.17 -1.30 -19.53
N -9.21 -1.18 -18.92
H -11.97 -0.80 -17.64
H -13.23 -2.06 -18.06
H -13.64 -0.44 -17.69
H -12.60 0.21 -20.03
H -13.55 -1.27 -20.16
H -11.17 -1.04 -21.29
H -11.66 -2.49 -20.46
C -14.09 -7.79 -24.55
C -13.47 -6.55 -23.93
C -14.44 -5.94 -22.84
C -15.69 -5.30 -23.37
N -16.64 -4.76 -23.73
H -14.45 -8.59 -23.90
H -13.27 -8.18 -25.15
H -14.90 -7.46 -25.20
H -13.26 -5.80 -24.70
H -12.55 -6.85 -23.44
H -13.88 -5.19 -22.28
H -14.78 -6.67 -22.11
C -12.84 -2.37 -23.81
C -14.27 -2.10 -23.57
C -15.00 -1.92 -24.87
C -14.91 -3.05 -25.80
N -14.82 -3.89 -26.63
H -12.55 -3.18 -24.49
H -12.28 -2.53 -22.89
H -12.28 -1.52 -24.20
H -14.36 -1.17 -23.00
H -14.73 -2.91 -23.00
H -14.58 -1.05 -25.36
H -16.04 -1.59 -24.85
C -7.71 -4.43 -19.53
O -6.66 -4.17 -20.48
C -6.50 -2.72 -20.47
C -5.27 -2.30 -21.25
N -5.16 -3.14 -22.47
C -6.21 -2.61 -23.39
C -6.05 -3.38 -24.73
O -6.08 -4.76 -24.51
C -6.54 -5.47 -25.71
H -7.46 -4.09 -18.53
H -7.79 -5.52 -19.48
H -8.63 -3.98 -19.88
H -6.29 -2.38 -19.45
H -7.41 -2.30 -20.89
H -4.45 -2.52 -20.56
H -5.30 -1.24 -21.47
H -4.22 -2.89 -22.76
H -6.14 -1.53 -23.58
H -7.22 -2.76 -23.01
H -5.08 -3.15 -25.15
H -6.80 -3.02 -25.43
H -5.78 -5.42 -26.49
H -7.41 -5.03 -26.20
H -6.69 -6.53 -25.48
C -7.52 -7.83 -21.18
O -6.39 -6.92 -21.25
C -5.61 -7.34 -20.12
C -4.22 -6.81 -20.23
N -4.26 -5.38 -20.67
C -2.85 -4.89 -20.89
C -2.39 -5.31 -22.30
O -3.49 -5.16 -23.20
C -2.97 -5.16 -24.54
H -8.10 -7.73 -22.10
H -8.28 -7.59 -20.43
H -7.27 -8.89 -21.16
H -5.51 -8.41 -19.93
H -5.96 -6.96 -19.16
H -3.67 -7.41 -20.94
H -3.69 -7.00 -19.30
H -4.51 -4.87 -19.83
H -2.18 -5.21 -20.10
H -2.81 -3.80 -20.87
H -2.05 -6.34 -22.15
H -1.52 -4.76 -22.66
H -2.48 -4.23 -24.83
H -3.78 -5.51 -25.19
H -2.20 -5.91 -24.71
C -10.29 -7.42 -28.75
O -10.82 -6.09 -28.58
C -10.16 -5.41 -27.55
C -10.89 -4.16 -27.01
N -10.85 -3.02 -27.96
C -11.37 -1.85 -27.25
C -11.42 -0.66 -28.18
O -12.25 -0.75 -29.34
C -13.64 -1.03 -29.15
H -10.88 -7.97 -29.48
H -10.20 -7.94 -27.79
H -9.31 -7.40 -29.22
H -9.13 -5.16 -27.80
H -10.10 -6.08 -26.70
H -10.49 -4.03 -26.00
H -11.90 -4.52 -26.82
H -11.43 -3.20 -28.76
H -10.75 -1.58 -26.39
H -12.35 -2.01 -26.80
H -10.48 -0.43 -28.68
H -11.63 0.22 -27.57
H -14.04 -0.25 -28.50
H -13.79 -2.02 -28.71
H -14.27 -0.90 -30.03
N -7.49 1.34 -23.14
C -7.96 0.99 -24.38
C -8.82 -0.11 -24.20
C -8.89 -0.42 -22.84
C -7.93 0.42 -22.21
H -6.90 2.14 -23.01
H -7.60 1.56 -25.23
H -9.46 -0.53 -24.96
H -9.48 -1.17 -22.33
H -7.64 0.53 -21.17
*
```

***

3.
C56H51N2O20S | ωB97M-V/def2-TZVPD

Properties
frontier orbital gap: 0.2794 Eh

Structure (ORCA input):
```
! wB97M-V def2-TZVPD RIJCOSX def2/J DEFGRID3
* xyz 1 1
C -0.70 1.68 4.18
S -1.34 1.71 2.53
O -2.32 0.69 2.43
O -1.68 3.05 2.16
C 0.09 1.23 1.52
N 1.28 2.06 1.95
C 2.33 2.07 0.86
C 3.67 2.62 1.33
C 4.82 1.84 0.71
O 4.94 0.54 1.28
C 1.72 2.88 -0.27
O 0.32 2.70 -0.35
C -0.07 1.39 -0.01
C -1.44 1.09 -0.59
N -1.11 0.56 -1.91
H -1.54 1.43 4.82
H -0.26 2.63 4.45
H 0.02 0.86 4.25
H 0.30 0.19 1.75
H 1.66 1.71 2.83
H 0.97 3.03 2.08
H 2.47 1.03 0.56
H 3.77 2.55 2.41
H 3.76 3.66 1.02
H 5.75 2.36 0.91
H 4.67 1.75 -0.36
H 4.42 -0.09 0.78
H 2.23 2.63 -1.21
H 1.89 3.94 -0.08
H 0.61 0.66 -0.45
H -2.00 0.38 0.01
H -2.00 2.02 -0.71
H -0.42 -0.17 -1.79
H -1.90 0.10 -2.35
C 1.44 -1.55 -3.01
C 1.65 -2.07 -4.22
C 3.00 -2.02 -4.84
O 3.21 -2.49 -5.93
C 4.09 -1.37 -4.05
C 3.87 -0.85 -2.85
C 2.52 -0.91 -2.25
O 2.30 -0.41 -1.15
H 0.47 -1.58 -2.54
H 0.87 -2.54 -4.79
H 5.07 -1.35 -4.52
H 4.65 -0.37 -2.26
C -1.81 -4.24 0.07
C -1.27 -3.53 -0.91
C -2.13 -2.84 -1.91
O -1.66 -2.16 -2.80
C -3.59 -2.99 -1.78
C -4.14 -3.69 -0.79
C -3.28 -4.38 0.21
O -3.76 -5.01 1.13
H -1.20 -4.75 0.80
H -0.20 -3.42 -1.03
H -4.20 -2.47 -2.52
H -5.21 -3.77 -0.67
C -7.76 -0.88 -1.41
C -8.24 0.23 -1.97
C -8.24 0.42 -3.44
O -8.66 1.44 -3.94
C -7.69 -0.68 -4.28
C -7.20 -1.78 -3.72
C -7.19 -1.96 -2.25
O -6.71 -2.95 -1.74
H -7.73 -1.04 -0.34
H -8.63 1.05 -1.38
H -7.70 -0.52 -5.35
H -6.78 -2.59 -4.31
C -9.30 -0.58 4.56
C -9.50 -1.12 3.36
C -8.36 -1.51 2.50
O -8.53 -2.00 1.40
C -6.99 -1.28 3.03
C -6.79 -0.74 4.23
C -7.93 -0.35 5.09
O -7.75 0.14 6.18
H -10.12 -0.28 5.21
H -10.49 -1.30 2.96
H -6.17 -1.58 2.38
H -5.80 -0.57 4.63
C 7.54 2.84 -1.56
C 7.46 4.17 -1.60
C 6.17 4.84 -1.93
O 6.08 6.05 -1.97
C 4.99 3.98 -2.19
C 5.08 2.65 -2.14
C 6.37 1.98 -1.82
O 6.44 0.77 -1.76
H 8.47 2.33 -1.32
H 8.30 4.81 -1.42
H 4.07 4.50 -2.43
H 4.23 2.01 -2.34
C -3.25 3.58 -3.15
C -2.93 4.86 -3.31
C -3.97 5.91 -3.44
O -3.68 7.07 -3.59
C -5.39 5.47 -3.39
C -5.71 4.19 -3.23
C -4.67 3.15 -3.09
O -4.96 1.98 -2.94
H -2.50 2.80 -3.06
H -1.90 5.20 -3.36
H -6.14 6.25 -3.49
H -6.74 3.85 -3.19
C 2.31 -7.49 3.11
C 1.65 -6.45 2.62
C 1.64 -6.15 1.17
O 1.03 -5.19 0.73
C 2.39 -7.06 0.28
C 3.06 -8.10 0.76
C 3.07 -8.40 2.21
O 3.68 -9.35 2.65
H 2.34 -7.73 4.16
H 1.09 -5.77 3.26
H 2.37 -6.82 -0.78
H 3.62 -8.78 0.12
C 8.59 -0.01 3.58
C 7.47 0.69 3.42
C 7.38 2.12 3.81
O 6.36 2.75 3.65
C 8.59 2.75 4.40
C 9.72 2.05 4.56
C 9.80 0.62 4.17
O 10.82 -0.01 4.31
H 8.67 -1.05 3.30
H 6.56 0.27 3.00
H 8.51 3.79 4.67
H 10.61 2.48 4.99
*
```

***

4.
C9H29AsF6O5 | ωB97M-V/def2-TZVPD

Properties
frontier orbital gap (alpha / beta): 0.0981 / 0.3856 Eh

Structure (ORCA input):
```
! wB97M-V def2-TZVPD RIJCOSX def2/J DEFGRID3
* xyz -1 2
O 0.49 0.26 0.07
H -0.30 0.09 -0.44
H 0.20 0.64 0.91
H 1.20 0.79 -0.29
As -0.34 -3.99 0.29
F -1.97 -3.63 1.03
F 0.33 -2.42 0.83
F 1.22 -4.33 -0.52
F -1.02 -5.49 -0.32
F -0.86 -3.11 -1.23
F 0.33 -4.71 1.80
C -4.01 -0.78 -1.10
C -2.77 -0.18 -1.73
O -1.66 -0.70 -1.07
H -3.98 -0.46 -0.05
H -4.10 -1.86 -1.21
H -4.84 -0.29 -1.61
H -2.84 0.90 -1.86
H -2.76 -0.46 -2.78
H -1.61 -1.62 -1.32
C 2.61 -1.41 -2.30
C 2.20 -0.41 -3.30
O 1.19 0.47 -2.75
H 1.81 -2.06 -1.95
H 3.03 -0.90 -1.43
H 3.38 -2.03 -2.77
H 1.93 -0.83 -4.27
H 2.99 0.30 -3.54
H 1.17 1.32 -3.20
C 3.54 0.14 1.92
C 3.43 1.61 1.53
O 2.68 1.77 0.33
H 4.28 0.05 2.72
H 3.81 -0.55 1.12
H 2.59 -0.27 2.28
H 4.40 2.05 1.30
H 3.03 2.09 2.43
H 2.87 2.69 0.12
C -1.37 2.87 0.68
C -1.49 2.44 2.15
C -2.89 1.79 2.37
O -0.49 1.50 2.51
H -1.49 2.02 0.01
H -0.38 3.28 0.47
H -2.03 3.69 0.40
H -1.28 3.30 2.79
H -3.07 0.78 1.99
H -3.66 2.49 2.05
H -2.97 1.73 3.46
H -0.53 1.45 3.47
*
```

***

Across the entries above, max |F| takes the values 5.08, 4.38, 0.91, 2.39 eV/A, respectively.